(a)
Here is the molecule C4H6N2S from the Open Molecules 2025 dataset. Energies are from ωB97M-V with the def2-TZVPD basis set.

Geometry as ORCA input:
```
! wB97M-V def2-TZVPD RIJCOSX def2/J DEFGRID3
* xyz 0 1
H -1.87 -0.94 -0.59
N -1.61 -1.26 0.39
C -0.35 -0.93 0.44
C 0.52 -1.21 1.53
S 2.10 -0.68 1.40
N 0.16 -0.17 -0.60
C -0.53 0.89 -1.22
C 0.80 1.00 -0.49
H 0.18 -1.59 2.48
H -0.59 0.95 -2.35
H -1.40 1.30 -0.66
H 1.79 1.21 -0.93
H 0.79 1.43 0.60
*
```

Summary:
Structure (SMILES): [H]/N=C(/C=S)N1CC1
Molecular weight in g/mol: 114.17
Kohn-Sham gap in eV: 7.65
E_LUMO in eV: -1.5

List of Löwdin charges in e, atom by atom: 0.076 0.159 -0.527 -0.475 0.763 -0.162 -0.104 -0.263 0.060 0.126 0.123 0.108 0.117

***

(b)
Here is the molecule C4H6N2S from the Open Molecules 2025 dataset. Energies are from ωB97M-V with the def2-TZVPD basis set.

Geometry as ORCA input:
```
! wB97M-V def2-TZVPD RIJCOSX def2/J DEFGRID3
* xyz 0 1
S 2.07 -0.87 -0.10
C 1.01 0.55 -0.15
C -0.29 0.67 0.63
C -0.94 -0.59 1.05
N -1.26 -1.39 0.08
N -0.82 -0.84 -1.10
C -0.29 0.48 -0.90
H 2.70 -0.54 1.05
H 1.52 1.48 -0.28
H -0.52 1.60 1.16
H -1.18 -0.86 2.06
H -1.48 -0.96 -1.86
H -0.51 1.26 -1.62
*
```

Summary:
Structure (SMILES): S[C@@H]1[C@@H]2C=NN[C@H]12
Molecular weight in g/mol: 114.17
Kohn-Sham gap in eV: 9.47
E_LUMO in eV: 0.8

List of Löwdin charges in e, atom by atom: 0.756 -0.596 -0.191 -0.152 0.033 -0.048 -0.257 -0.132 0.087 0.129 0.103 0.129 0.140

***

Pick (b): it beats the second-best structure by 0.0471 hartree.

***

(a)
Here is the molecule C4H6N2S from the Open Molecules 2025 dataset. Energies are from ωB97M-V with the def2-TZVPD basis set.

Geometry as ORCA input:
```
! wB97M-V def2-TZVPD RIJCOSX def2/J DEFGRID3
* xyz 0 1
C -3.34 -0.44 0.00
C -2.16 0.22 0.01
S -0.62 -0.61 0.00
C 0.45 0.79 0.00
N 1.72 0.76 0.00
N 2.21 -0.56 0.00
C 3.48 -0.60 0.00
H -3.43 -1.54 0.01
H -4.26 0.12 -0.02
H -2.13 1.34 0.01
H -0.02 1.75 -0.02
H 3.99 -1.54 0.00
H 4.10 0.32 0.02
*
```

Summary:
Structure (SMILES): C=CS/C=N\N=C
Molecular weight in g/mol: 114.17
Kohn-Sham gap in eV: 9.19
E_LUMO in eV: 0.6

List of Löwdin charges in e, atom by atom: -0.085 -0.530 0.926 -0.481 -0.076 -0.098 -0.030 0.059 0.043 0.075 0.060 0.055 0.080

***

(b)
Here is the molecule C4H6N2S from the Open Molecules 2025 dataset. Energies are from ωB97M-V with the def2-TZVPD basis set.

Geometry as ORCA input:
```
! wB97M-V def2-TZVPD RIJCOSX def2/J DEFGRID3
* xyz 0 1
N 3.93 -1.00 0.61
C 3.15 -0.46 -0.02
C 2.19 -0.03 -0.94
N 0.89 -0.09 -0.75
C 0.39 -0.41 0.53
C -1.16 -0.04 0.68
S -2.07 -1.18 -0.39
H 2.64 0.34 -1.84
H 1.00 0.13 1.24
H 0.34 -1.49 0.70
H -1.55 -0.18 1.76
H -1.46 0.88 0.28
H -1.65 -0.52 -1.59
*
```

Summary:
Structure (SMILES): N#C/C=N\CCS
Molecular weight in g/mol: 114.17
Kohn-Sham gap in eV: 8.71
E_LUMO in eV: -0.5

List of Löwdin charges in e, atom by atom: 0.185 -0.224 -0.140 0.043 -0.319 -0.543 0.638 0.109 0.105 0.106 0.099 0.020 -0.080

***

Pick (b): it beats the second-best structure by 0.0197 hartree.

***

(a)
Here is a cluster of 6 separate species, H11O5S in total from the Open Molecules 2025 dataset. Energies are from ωB97M-V with the def2-TZVPD basis set.

Geometry as ORCA input:
```
! wB97M-V def2-TZVPD RIJCOSX def2/J DEFGRID3
* xyz -1 1
S 0.81 -0.59 -2.52
H 0.74 0.47 -3.40
H 0.38 1.31 -0.44
H -0.93 0.67 -0.17
O -0.40 1.32 0.12
H 0.17 0.52 1.64
H 1.62 0.25 1.61
O 0.84 0.11 2.15
H 4.09 0.31 -1.33
H 2.83 -0.69 -1.11
O 3.51 -0.08 -0.60
H -2.17 -0.60 2.06
H -0.97 -0.94 2.99
O -2.00 -0.92 3.01
H -2.76 0.26 -1.88
H -2.81 -1.24 -1.10
O -2.95 -0.19 -1.03
*
```

Summary:
Molecular weight in g/mol: 123.15
Kohn-Sham gap in eV: 7.15
E_LUMO in eV: 3.4

List of Löwdin charges in e, atom by atom: -0.145 -0.395 0.007 -0.072 -0.050 -0.049 0.030 -0.068 0.045 -0.046 -0.226 0.053 0.056 -0.145 0.035 0.120 -0.151

***

(b)
Here is a cluster of 6 separate species, H11O5S in total from the Open Molecules 2025 dataset. Energies are from ωB97M-V with the def2-TZVPD basis set.

Geometry as ORCA input:
```
! wB97M-V def2-TZVPD RIJCOSX def2/J DEFGRID3
* xyz -1 1
S 1.63 -1.21 0.74
H 2.89 -0.95 0.39
H -0.07 -1.91 -0.72
H -1.40 -1.92 -0.04
O -1.01 -2.11 -0.90
H -1.13 1.47 -0.82
H 0.24 1.90 -1.49
O -0.60 2.21 -1.12
H 1.29 0.06 -1.28
H 0.37 -0.51 -2.38
O 1.05 0.16 -2.22
H -0.08 2.10 0.72
H 0.83 1.27 1.66
O -0.07 1.60 1.54
H -0.56 -0.63 1.68
H -2.02 -0.44 2.20
O -1.34 -1.09 2.04
*
```

Summary:
Molecular weight in g/mol: 123.15
Kohn-Sham gap in eV: 7.79
E_LUMO in eV: 3.7

List of Löwdin charges in e, atom by atom: 0.123 -0.367 -0.101 -0.015 -0.133 0.039 0.019 -0.074 -0.068 0.019 -0.124 -0.014 -0.020 -0.116 -0.084 0.026 -0.110

***

Pick (b): it beats the second-best structure by 0.0443 hartree.

***

(a)
Here is a cluster of 2 separate species, C5H15NO in total from the Open Molecules 2025 dataset. Energies are from ωB97M-V with the def2-TZVPD basis set.

Geometry as ORCA input:
```
! wB97M-V def2-TZVPD RIJCOSX def2/J DEFGRID3
* xyz -1 2
C 1.33 0.90 -1.90
N 0.43 -0.25 -2.04
C -0.36 -0.63 -0.83
C -0.87 0.48 0.08
C -2.22 1.05 -0.20
C -0.67 0.10 1.61
H 0.86 1.86 -2.12
H 2.11 0.78 -2.68
H 1.87 0.96 -0.96
H -0.21 0.02 -2.77
H 0.26 -1.30 -0.22
H -1.19 -1.24 -1.21
H -0.19 1.33 0.03
H -2.48 2.02 0.21
H -2.99 0.32 0.12
H -2.37 1.07 -1.30
H 0.40 0.27 1.82
H -1.01 -0.93 1.73
H -1.18 0.83 2.24
H 3.00 -3.30 2.98
H 2.84 -1.77 2.97
O 2.62 -2.57 2.46
*
```

Summary:
Expectation value of S²: 0.750
Molecular weight in g/mol: 105.18
Kohn-Sham gap (spin up / spin down) in eV: 2.23 / 9.32
E_LUMO (spin up / spin down) in eV: 3.4 / 3.3

List of Löwdin charges in e, atom by atom: -0.203 -0.120 -0.239 -0.458 -0.135 -0.163 0.061 0.065 0.061 0.077 0.095 0.113 0.096 0.062 0.075 0.070 0.037 0.055 0.054 -0.066 -0.085 -0.452

***

(b)
Here is a cluster of 2 separate species, C5H15NO in total from the Open Molecules 2025 dataset. Energies are from ωB97M-V with the def2-TZVPD basis set.

Geometry as ORCA input:
```
! wB97M-V def2-TZVPD RIJCOSX def2/J DEFGRID3
* xyz -1 2
C -2.15 -0.81 -0.59
C -0.95 0.01 -0.10
N -0.30 -0.56 1.06
C 2.16 -0.99 1.07
C 0.74 -1.59 0.84
C 0.48 -2.71 1.86
H -2.87 -0.94 0.24
H -2.78 -0.12 -1.18
H -1.97 -1.73 -1.13
H -1.39 0.98 0.14
H -0.24 0.10 -0.92
H 0.02 0.10 1.75
H 2.10 -0.01 1.53
H 2.74 -1.02 0.15
H 2.69 -1.59 1.80
H 0.64 -1.96 -0.18
H -0.30 -3.37 1.51
H 0.35 -2.30 2.86
H 1.37 -3.36 1.84
H -0.80 5.97 -3.56
H 0.66 5.78 -3.85
O -0.03 5.47 -3.22
*
```

Summary:
Expectation value of S²: 0.750
Molecular weight in g/mol: 105.18
Kohn-Sham gap (spin up / spin down) in eV: 1.67 / 9.00
E_LUMO (spin up / spin down) in eV: 3.1 / 3.0

List of Löwdin charges in e, atom by atom: -0.144 -0.342 -0.082 -0.087 -0.436 -0.098 0.063 0.056 0.056 0.093 0.092 0.089 0.059 0.062 0.052 0.125 0.059 0.072 0.062 -0.098 -0.103 -0.548

***

Pick (a): it beats the second-best structure by 0.0053 hartree.

***

(a)
Here is the molecule C4H5N3O2 from the Open Molecules 2025 dataset. Energies are from ωB97M-V with the def2-TZVPD basis set.

Geometry as ORCA input:
```
! wB97M-V def2-TZVPD RIJCOSX def2/J DEFGRID3
* xyz 0 1
O -2.16 -2.21 0.48
C -1.36 -1.61 -0.22
O -1.07 -1.97 -1.48
N -0.11 -1.05 -2.06
C 0.11 -0.27 -1.08
N -0.62 -0.55 0.04
C -0.17 0.29 1.12
C 0.99 1.21 0.52
N 1.16 0.70 -0.93
H -0.93 1.03 1.58
H 0.27 -0.45 1.92
H 2.00 1.06 1.21
H 0.70 2.31 0.59
H 1.20 1.50 -1.70
*
```

Summary:
Structure (SMILES): O=c1onc2n1CCN2
Molecular weight in g/mol: 127.10
Kohn-Sham gap in eV: 9.88
E_LUMO in eV: 0.4

List of Löwdin charges in e, atom by atom: 0.103 -0.546 0.060 0.169 -0.384 0.052 -0.105 -0.144 0.051 0.144 0.159 0.150 0.112 0.179

***

(b)
Here is a cluster of 2 separate species, C4H5N3O2 in total from the Open Molecules 2025 dataset. Energies are from ωB97M-V with the def2-TZVPD basis set.

Geometry as ORCA input:
```
! wB97M-V def2-TZVPD RIJCOSX def2/J DEFGRID3
* xyz 0 1
C 2.75 0.43 0.89
C 2.03 1.67 1.03
C -0.64 -0.17 -0.92
C -2.77 -1.10 -0.51
N 1.99 -0.48 0.40
N 0.78 1.44 0.68
N 0.80 0.08 0.42
O -0.51 0.07 -2.06
O -1.52 -0.52 -0.04
H 3.74 0.03 0.83
H 2.54 2.58 1.15
H -3.13 -2.05 0.15
H -2.57 -1.61 -1.45
H -3.51 -0.36 -0.56
*
```

Summary:
Molecular weight in g/mol: 127.10
Kohn-Sham gap in eV: 9.62
E_LUMO in eV: 0.4

List of Löwdin charges in e, atom by atom: -0.182 -0.156 -0.305 -0.002 0.019 0.049 -0.104 0.209 -0.008 0.086 0.076 0.155 0.087 0.076

***

(c)
Here is a structure of composition C4H5N3O2 from the Open Molecules 2025 dataset. Energies are from ωB97M-V with the def2-TZVPD basis set.

Geometry as ORCA input:
```
! wB97M-V def2-TZVPD RIJCOSX def2/J DEFGRID3
* xyz 0 1
N -1.29 -1.71 0.60
C -1.15 -0.39 0.40
C -0.01 0.35 0.16
O -0.42 1.65 -0.09
C -1.73 1.63 0.11
N -2.23 0.46 0.36
C 1.36 0.00 0.22
N 2.42 0.18 0.78
H -2.22 -2.10 0.71
H -0.49 -2.29 0.83
H -2.25 2.59 0.14
H 3.26 -0.11 -0.57
O 2.59 -0.46 -1.55
H 2.17 0.22 -2.10
*
```

Summary:
Molecular weight in g/mol: 127.10
Kohn-Sham gap in eV: 8.99
E_LUMO in eV: 0.3

List of Löwdin charges in e, atom by atom: 0.159 -0.338 -0.207 0.082 -0.170 0.153 -0.127 0.125 0.111 0.114 0.146 0.176 -0.235 0.010

***

Pick (a): it beats the second-best structure by 0.0414 hartree.

***

(a)
Here is a cluster of 2 separate species, CH2N2O3 in total from the Open Molecules 2025 dataset. Energies are from ωB97M-V with the def2-TZVPD basis set.

Geometry as ORCA input:
```
! wB97M-V def2-TZVPD RIJCOSX def2/J DEFGRID3
* xyz 0 1
O -1.57 -1.79 0.21
N -2.25 -0.88 -0.13
N -2.80 0.10 0.11
O -3.49 1.02 -0.17
C 0.37 0.03 -0.53
O 0.04 -0.05 -1.67
H 0.99 -0.73 -0.02
H 0.09 0.88 0.11
*
```

Summary:
Structure (SMILES): O=NN=O.C=O
Molecular weight in g/mol: 90.04
Kohn-Sham gap in eV: 9.63
E_LUMO in eV: -0.7

List of Löwdin charges in e, atom by atom: 0.046 -0.062 -0.055 0.077 -0.183 0.008 0.085 0.084

***

(b)
Here is a structure of composition CH2N2O3 from the Open Molecules 2025 dataset. Energies are from ωB97M-V with the def2-TZVPD basis set.

Geometry as ORCA input:
```
! wB97M-V def2-TZVPD RIJCOSX def2/J DEFGRID3
* xyz 0 1
C 0.13 -0.07 -0.59
N -0.24 -1.21 -0.61
N -0.09 1.46 -0.68
O -0.45 -2.35 -0.45
O -1.07 1.71 -1.32
O 0.59 2.23 -0.04
H 0.51 -0.68 1.51
H 0.62 -1.08 2.18
*
```

Summary:
Molecular weight in g/mol: 90.04
Kohn-Sham gap in eV: 9.71
E_LUMO in eV: -1.2

List of Löwdin charges in e, atom by atom: 0.089 -0.147 -0.356 0.093 0.116 0.111 0.019 0.075

***

(c)
Here is the molecule CH2N2O3 from the Open Molecules 2025 dataset. Energies are from ωB97M-V with the def2-TZVPD basis set.

Geometry as ORCA input:
```
! wB97M-V def2-TZVPD RIJCOSX def2/J DEFGRID3
* xyz 0 1
O 0.39 2.03 -0.53
N -0.51 1.45 -0.03
C -0.51 0.11 0.22
N 0.66 -0.81 0.07
O 1.34 -1.05 1.04
O 0.81 -1.36 -1.04
H -1.09 -0.28 -0.88
H -1.09 -0.08 1.15
*
```

Summary:
Structure (SMILES): O=NC[N+](=O)[O-]
Molecular weight in g/mol: 90.04
Kohn-Sham gap in eV: 9.20
E_LUMO in eV: -0.8

List of Löwdin charges in e, atom by atom: 0.064 -0.082 -0.139 -0.380 0.101 0.044 0.243 0.148

***

(d)
Here is a cluster of 2 separate species, CH2N2O3 in total from the Open Molecules 2025 dataset. Energies are from ωB97M-V with the def2-TZVPD basis set.

Geometry as ORCA input:
```
! wB97M-V def2-TZVPD RIJCOSX def2/J DEFGRID3
* xyz 0 1
O -1.99 -1.92 0.26
C -0.86 -1.62 0.49
N 0.31 -1.30 0.75
N 1.35 -0.46 0.43
O 2.23 -0.98 -0.13
O 1.22 0.67 0.84
H -1.04 2.91 -1.65
H -1.22 2.70 -0.98
*
```

Summary:
Structure (SMILES): O=C=N[N+](=O)[O-].[H][H]
Molecular weight in g/mol: 90.04
Kohn-Sham gap in eV: 10.91
E_LUMO in eV: -0.5

List of Löwdin charges in e, atom by atom: 0.177 -0.183 0.195 -0.461 0.155 0.107 0.007 0.003

***

Pick (d): it beats the second-best structure by 0.0429 hartree.